--- i ---
19
Properties=species:S:1:pos:R:3:mulliken_charge:R:1 method="wB97M-V/def2-TZVPD" gap_ev=8.40
C 1.766 -0.558 1.057 -0.463
C -0.182 -0.518 -1.200 -0.140
C -1.161 -0.034 -0.222 0.495
C -2.256 -1.031 0.116 -1.033
C -1.041 1.255 0.247 -0.360
H 1.042 0.287 1.746 0.136
H 3.179 -0.700 1.247 0.231
H 1.075 -1.710 1.254 0.138
H 2.904 -0.163 -0.538 0.240
H -0.646 -0.591 -2.469 0.227
H -1.869 -2.013 0.597 0.224
H -2.788 -1.136 -0.802 0.317
H -2.840 -0.442 1.031 0.240
H -1.477 1.826 1.318 0.210
H 0.534 2.919 -0.302 0.245
H 0.718 1.286 -0.970 0.391
N 2.002 -0.098 -0.291 -0.110
N 1.042 -0.479 -1.401 -0.517
N -0.003 1.899 -0.417 -0.470

***

--- ii ---
19
Properties=species:S:1:pos:R:3:mulliken_charge:R:1 method="wB97M-V/def2-TZVPD" gap_ev=8.97
C 1.729 -1.864 0.384 -0.633
C 2.390 0.723 -0.592 -0.834
C 0.058 0.251 0.026 0.453
C 0.084 1.812 0.446 -0.952
C -2.223 0.007 0.275 0.120
H 2.851 -1.731 0.636 0.263
H 1.659 -2.461 -0.629 0.253
H 1.024 -2.109 1.355 0.264
H 2.084 2.002 -0.852 0.274
H 3.301 0.814 0.227 0.297
H 2.268 0.253 -1.741 0.309
H 0.784 2.208 -0.231 0.297
H 0.282 1.994 1.574 0.217
H -1.073 2.086 0.090 0.350
H -2.120 0.367 1.588 0.240
H -2.960 -1.032 -1.296 0.302
N 1.368 -0.242 -0.011 0.050
N -0.929 -0.543 -0.162 -0.622
N -3.342 -0.353 -0.392 -0.647

***

--- iii ---
19
Properties=species:S:1:pos:R:3:mulliken_charge:R:1 method="wB97M-V/def2-TZVPD" gap_ev=9.97 smiles="CC[C@@H]1C[C@H]1/N=N/N"
C -0.213 2.070 1.147 -1.072
C -0.047 0.684 1.660 -0.576
C -0.644 -0.291 0.666 -0.158
C 0.084 -1.626 0.522 -0.917
C 0.405 -0.604 -0.500 0.085
N 0.019 -1.061 -1.955 -0.159
N 0.859 -0.877 -2.974 -0.257
N 0.461 -1.618 -4.027 -0.321
H 0.358 2.647 1.859 0.315
H -1.129 2.538 1.051 0.371
H 0.339 2.009 0.188 0.264
H -0.330 0.422 2.773 0.345
H 1.031 0.491 1.707 0.274
H -1.792 -0.289 0.647 0.325
H -0.348 -2.520 0.221 0.354
H 0.857 -1.776 1.260 0.200
H 1.251 0.112 -0.538 0.434
H -0.318 -2.189 -3.708 0.273
H 0.799 -1.617 -4.959 0.219

***

--- iv ---
19
Properties=species:S:1:pos:R:3:mulliken_charge:R:1 method="wB97M-V/def2-TZVPD" gap_ev=10.00
C -1.220 1.537 -0.166 -1.444
C -0.426 0.458 -0.835 0.166
C -0.571 -0.947 -0.291 -0.087
C -1.724 -1.328 0.806 -0.941
C 1.751 -0.170 -0.009 0.170
H -2.433 1.334 -0.656 0.247
H -1.433 1.284 0.849 0.368
H -0.926 2.642 -0.517 0.298
H 0.050 0.394 -1.908 0.440
H -0.568 -1.621 -1.197 0.401
H -2.380 -0.140 1.084 0.162
H -2.602 -2.117 0.614 0.310
H -1.152 -1.843 1.645 0.234
H 2.023 1.554 0.756 0.343
H 3.390 0.666 0.224 0.327
H 3.097 -1.020 -0.862 0.221
N 0.418 0.026 0.127 -0.125
N 2.605 0.542 1.093 -0.512
N 2.100 -1.251 -0.756 -0.575

***

Most stable: iii. Least stable: i.

***

--- i ---
19
Properties=species:S:1:pos:R:3:mulliken_charge:R:1 method="wB97M-V/def2-TZVPD" gap_ev=8.42
C 0.273 0.459 2.116 0.430
C 1.397 -0.754 -1.687 -0.408
C -1.042 0.877 2.512 -0.772
C -0.116 -1.933 -0.308 -1.150
C -0.194 1.496 -1.424 -1.010
N 1.317 0.117 1.799 -0.442
N 0.280 -0.725 -1.010 0.667
N -0.555 0.244 -0.831 -0.791
H 1.774 0.107 -2.198 0.295
H 1.978 -1.654 -1.674 0.248
H -0.996 1.451 3.436 0.345
H -1.666 -0.003 2.660 0.240
H -1.466 1.479 1.709 0.216
H 0.570 -2.115 0.520 0.389
H -1.122 -1.766 0.074 0.273
H -0.107 -2.794 -0.976 0.451
H -0.177 1.451 -2.521 0.373
H -0.940 2.226 -1.118 0.296
H 0.792 1.836 -1.079 0.350

***

--- ii ---
19
Properties=species:S:1:pos:R:3:mulliken_charge:R:1 method="wB97M-V/def2-TZVPD" gap_ev=8.65
C -0.344 0.953 -0.823 -0.937
C 0.833 -1.559 0.402 -1.085
N -1.109 0.893 0.302 0.309
N -0.715 1.484 1.544 -0.733
C 1.176 -0.482 -0.567 0.511
C -2.256 0.080 0.388 0.122
C 2.354 -0.190 -1.088 -0.912
N -2.798 -0.586 -0.537 -0.705
H 0.248 1.218 1.731 0.265
H -0.746 2.494 1.442 0.253
H -2.304 -0.462 -1.424 0.299
H 0.349 1.788 -0.832 0.413
H 0.032 -0.077 -1.326 0.307
H -2.659 0.067 1.397 0.426
H 0.192 -2.310 -0.064 0.281
H 1.733 -2.050 0.783 0.390
H 0.272 -1.170 1.256 0.239
H 3.256 -0.732 -0.812 0.285
H 2.487 0.641 -1.772 0.272

***

--- iii ---
19
Properties=species:S:1:pos:R:3:mulliken_charge:R:1 method="wB97M-V/def2-TZVPD" gap_ev=8.52
C -2.964 -0.337 0.095 -1.087
C -1.600 -0.538 -0.009 -0.033
C -0.796 0.510 -0.381 -0.232
C 1.338 1.778 -0.136 -0.791
C 1.421 -0.808 -0.168 0.556
H -3.086 0.447 1.351 0.176
H -3.451 0.319 -0.796 0.275
H -3.808 -1.499 0.152 0.253
H -1.416 -1.542 0.478 0.358
H -1.057 1.678 -0.492 0.098
H 0.380 2.499 -0.485 0.261
H 1.954 2.086 1.006 0.165
H 2.100 1.513 -0.976 0.377
H 3.218 0.006 0.838 0.226
H 3.144 -1.568 0.438 0.320
H 0.105 -2.246 -0.652 0.261
N 0.660 0.427 -0.070 0.141
N 2.799 -0.577 0.118 -0.558
N 1.058 -2.146 -0.312 -0.768

***

--- iv ---
19
Properties=species:S:1:pos:R:3:mulliken_charge:R:1 method="wB97M-V/def2-TZVPD" gap_ev="7.20 / 7.18"
C 0.902 0.969 -0.347 -0.220
C -1.421 -0.266 1.151 -1.400
N 0.163 0.682 -1.473 -0.036
C -0.031 -0.757 0.796 0.816
N 0.944 2.335 0.012 -0.652
C -0.369 -0.531 -1.639 -0.471
C 0.058 -1.499 -0.622 -0.513
N 0.689 -1.144 1.794 -0.892
H -0.252 1.475 -1.957 0.294
H 1.823 0.424 -0.204 0.300
H 1.709 2.580 0.625 0.265
H 0.059 2.671 0.375 0.228
H 1.573 -1.551 1.492 0.230
H -1.093 -0.691 -2.421 0.411
H -1.879 0.297 0.340 0.321
H -1.373 0.312 2.073 0.368
H -2.064 -1.127 1.355 0.373
H 1.116 -1.777 -0.716 0.275
H -0.553 -2.401 -0.634 0.304

***

Most stable: i. Least stable: iii.

***

--- i ---
19
Properties=species:S:1:pos:R:3:mulliken_charge:R:1 method="wB97M-V/def2-TZVPD" gap_ev=8.40
C 2.215 -1.003 0.451 -1.247
C 1.636 0.373 0.322 -0.254
C 0.780 0.878 -0.611 0.405
N 0.529 2.222 -0.734 -0.534
C -0.400 -0.050 -0.162 0.652
N -0.425 -1.299 -0.749 -0.462
N -1.353 0.502 0.487 -0.547
C -2.673 -0.079 0.482 -1.038
H 2.478 -1.441 -0.512 0.272
H 3.122 -0.943 1.055 0.386
H 1.530 -1.676 0.964 0.348
H 2.213 1.114 0.879 0.200
H 1.007 2.846 -0.096 0.179
H -0.433 2.464 -0.917 0.251
H 0.197 -1.450 -1.526 0.216
H -1.311 -1.772 -0.805 0.240
H -2.723 -0.966 1.122 0.325
H -3.376 0.659 0.867 0.286
H -3.013 -0.377 -0.518 0.324

***

--- ii ---
19
Properties=species:S:1:pos:R:3:mulliken_charge:R:1 method="wB97M-V/def2-TZVPD" gap_ev=9.24
C -0.682 0.957 -1.398 -1.241
C -1.313 -1.131 -0.286 -1.068
C 0.080 -0.288 2.147 -1.413
N -0.441 0.029 -0.303 0.194
C 1.585 -0.934 -0.496 -0.114
C 0.251 0.507 0.884 0.909
N 2.269 -0.571 -1.403 -0.269
N 0.837 1.633 0.970 -0.767
H 3.176 -0.197 -1.622 0.281
H 0.884 2.172 0.109 0.243
H -1.216 0.472 -2.208 0.378
H -1.238 1.829 -1.057 0.331
H 0.259 1.306 -1.822 0.402
H -1.005 -1.812 -1.091 0.360
H -2.357 -0.843 -0.450 0.372
H -1.244 -1.705 0.638 0.354
H 0.400 -1.316 2.002 0.359
H -0.956 -0.279 2.484 0.310
H 0.711 0.170 2.903 0.381

***

--- iii ---
19
Properties=species:S:1:pos:R:3:mulliken_charge:R:1 method="wB97M-V/def2-TZVPD" gap_ev=7.57
C 1.170 0.495 -1.840 -0.985
C -0.395 0.018 2.363 -1.210
N 0.137 -0.437 -1.408 -0.240
C -0.919 -0.046 -0.399 0.499
C -0.321 -0.725 1.060 0.815
N -1.423 1.217 -0.632 -0.374
C 0.838 -1.362 0.574 -0.808
N -1.498 -1.025 0.275 -0.914
H -0.229 -1.042 -2.146 0.237
H -2.133 1.492 0.030 0.308
H -0.914 1.929 -1.133 0.192
H 0.814 1.150 -2.641 0.354
H 1.501 1.113 -1.002 0.329
H 2.032 -0.064 -2.214 0.310
H -0.432 -0.657 3.223 0.279
H -1.303 0.627 2.404 0.352
H 0.453 0.697 2.495 0.306
H 1.826 -1.054 0.906 0.308
H 0.796 -2.328 0.084 0.243

***

Most stable: i. Least stable: iii.

***

--- i ---
19
Properties=species:S:1:pos:R:3:mulliken_charge:R:1 method="wB97M-V/def2-TZVPD" gap_ev=7.43
C -1.180 -0.747 1.949 -1.266
C -0.039 0.093 1.471 0.719
C 0.498 0.124 0.212 -0.030
C 1.418 1.330 0.090 -0.715
C -0.114 -0.383 -1.113 0.355
H -1.819 -1.445 1.211 0.280
H -0.820 -1.436 2.746 0.317
H -1.903 -0.142 2.414 0.375
H 1.420 1.587 2.426 -0.003
H 0.374 0.245 3.315 0.222
H 2.069 0.753 -0.909 0.231
H 0.473 2.434 -0.366 0.200
H 2.220 2.033 1.569 0.241
H -1.167 -0.916 -0.713 -0.168
H -0.349 -1.723 -3.752 0.290
H -1.470 -1.549 -2.645 0.258
N 0.469 0.854 2.525 -0.464
N 0.090 -0.336 -2.346 -0.272
N -0.919 -0.853 -3.172 -0.571

***

--- ii ---
19
Properties=species:S:1:pos:R:3:mulliken_charge:R:1 method="wB97M-V/def2-TZVPD" gap_ev=9.23
H -0.685 -1.094 -2.117 0.260
N -0.568 -1.134 -1.107 -0.608
C -0.016 -0.134 -0.582 0.600
C 0.522 1.114 -1.313 -0.128
C 0.069 1.512 -2.494 -0.845
C 0.198 -0.047 0.896 0.084
C 1.637 -0.414 1.254 -1.388
N -0.721 -0.987 1.657 -0.334
N -2.108 -0.757 1.520 -0.637
H 1.300 1.674 -0.810 0.225
H -0.722 0.985 -3.010 0.232
H 0.467 2.375 -3.004 0.270
H -0.040 0.965 1.249 0.339
H 2.336 0.314 0.851 0.365
H 1.881 -1.396 0.855 0.342
H 1.734 -0.450 2.336 0.378
H -0.553 -1.934 1.326 0.323
H -2.330 0.135 1.954 0.260
H -2.400 -0.727 0.539 0.262

***

--- iii ---
19
Properties=species:S:1:pos:R:3:mulliken_charge:R:1 method="wB97M-V/def2-TZVPD" gap_ev=8.23
C 1.302 1.822 0.172 -0.820
C -1.373 -1.801 0.505 -1.282
C -0.807 0.665 -0.201 0.146
C -0.561 -0.663 -0.027 -0.076
N -1.957 1.411 -0.072 -0.452
N 1.849 -1.193 -0.014 -0.376
C 0.756 -0.671 -0.671 0.198
N 0.373 1.174 -0.728 -0.404
H -2.828 0.933 -0.251 0.237
H -1.898 2.330 -0.483 0.257
H 2.693 -1.362 -0.540 0.218
H 1.722 -1.605 0.897 0.222
H 0.822 -0.741 -1.757 0.336
H 1.473 1.246 1.096 0.317
H 2.262 1.949 -0.334 0.257
H 0.937 2.815 0.455 0.295
H -1.990 -1.473 1.344 0.353
H -2.042 -2.228 -0.251 0.272
H -0.733 -2.609 0.862 0.302

***

Most stable: ii. Least stable: i.

***

--- i ---
19
Properties=species:S:1:pos:R:3:mulliken_charge:R:1 method="wB97M-V/def2-TZVPD" gap_ev=8.49
C -2.519 0.216 1.825 -0.929
C -0.720 0.110 0.466 -0.401
C 0.510 -0.264 0.004 0.723
C 1.178 -1.482 0.528 -1.016
C 1.062 0.331 -1.119 0.139
H -3.360 -0.340 2.327 0.304
H -2.282 1.077 2.437 0.314
H -3.106 0.541 0.794 0.268
H -0.977 -0.975 2.178 0.311
H -1.225 0.820 -0.149 0.326
H 0.180 -2.351 0.509 0.235
H 2.125 -1.958 -0.200 0.319
H 1.772 -1.051 1.736 0.212
H 0.556 1.804 -2.686 0.207
H -0.872 0.775 -2.013 0.230
H 2.604 1.122 -2.051 0.174
N -1.504 -0.497 1.324 -0.203
N 0.218 0.983 -2.027 -0.500
N 2.360 0.524 -1.168 -0.712

***

--- ii ---
19
Properties=species:S:1:pos:R:3:mulliken_charge:R:1 method="wB97M-V/def2-TZVPD" gap_ev=9.31 smiles="[H]/N=C(/C)N1CCCN1"
H -1.584 2.111 -0.029 0.221
N -2.130 1.281 0.208 -0.714
C -1.444 0.151 -0.052 0.586
C -2.354 -1.030 0.140 -0.929
N -0.173 0.118 -0.526 0.087
C 0.697 1.248 -0.156 -0.916
C 2.043 0.592 0.112 -0.542
C 1.649 -0.847 0.431 -0.531
N 0.481 -1.125 -0.371 -0.430
H -2.654 -1.220 -0.941 0.208
H -1.785 -1.860 0.578 0.300
H -3.269 -0.744 0.583 0.338
H 0.650 1.868 -0.994 0.391
H 0.337 1.713 0.781 0.438
H 2.582 1.120 0.850 0.378
H 2.442 0.547 -0.882 0.267
H 1.321 -1.063 1.506 0.275
H 2.444 -1.598 0.092 0.322
H 0.746 -1.260 -1.330 0.252

***

--- iii ---
19
Properties=species:S:1:pos:R:3:mulliken_charge:R:1 method="wB97M-V/def2-TZVPD" gap_ev=8.48 smiles="[H]/N=C(/N)C(N)=C(C)C"
H 2.726 0.416 -0.779 0.276
N 2.123 1.188 -1.061 -0.758
C 0.878 1.067 -0.733 0.063
N 0.110 2.188 -0.522 -0.333
C 0.282 -0.274 -0.673 0.201
N 0.187 -1.031 -1.821 -0.478
C -0.379 -0.422 0.503 0.854
C -0.023 0.148 1.844 -1.411
C -1.460 -1.481 0.550 -1.620
H -0.794 2.285 -0.953 0.224
H 0.587 3.071 -0.423 0.258
H -0.015 -2.010 -1.684 0.233
H 0.854 -0.781 -2.537 0.273
H 0.243 -0.650 2.539 0.328
H 0.781 0.875 1.776 0.438
H -0.882 0.670 2.272 0.322
H -2.121 -1.410 -0.313 0.405
H -1.026 -2.484 0.573 0.330
H -2.070 -1.367 1.444 0.397

***

--- iv ---
19
Properties=species:S:1:pos:R:3:mulliken_charge:R:1 method="wB97M-V/def2-TZVPD" gap_ev=9.22
H -1.166 2.372 0.750 0.196
N -0.408 1.869 0.339 -0.724
C -0.728 0.619 0.215 0.521
C -2.139 0.012 0.374 -0.671
N -2.148 -1.167 -0.456 -0.670
N 0.086 -0.233 -0.402 -0.175
C 1.456 -0.173 -0.138 0.445
C 2.241 0.840 -0.606 -0.762
C 2.041 -1.332 0.631 -1.237
H -2.285 -0.071 1.430 0.364
H -2.897 0.730 0.096 0.320
H -1.999 -0.859 -1.466 0.247
H -3.022 -1.603 -0.361 0.214
H -0.288 -1.120 -0.604 0.388
H 3.368 0.835 -0.426 0.252
H 1.753 1.582 -1.255 0.290
H 2.082 -2.292 0.053 0.268
H 3.035 -1.101 1.075 0.376
H 1.483 -1.552 1.488 0.359

***

Most stable: iii. Least stable: i.